1.
Molecular formula: C3H4LiLuO4
Method: DFT, ωB97M-V/def2-TZVPD

Element x y z (Å)
C (-1.956, 0.610, -0.608)
C (-0.805, 0.045, 0.091)
Li (2.917, -3.149, 0.172)
H (-2.371, 1.332, 0.173)
O (-0.836, 0.139, 1.364)
H (-1.627, 0.948, -1.601)
H (-2.706, -0.177, -0.762)
O (1.791, -1.718, -0.085)
O (2.183, 0.433, 0.434)
C (1.546, -0.535, -0.026)
Lu (3.333, 2.385, -0.270)
H (-1.738, -0.106, 1.707)
O (0.270, -0.208, -0.589)

## Properties
- calculated total energy (eV) = -45160.229
- expectation value of S² = 0.750
- multiplicity = 2
- net charge = +3
- gap between HOMO and LUMO (spin up / spin down) (eV) = 7.55 / 9.58
- LUMO (spin up / spin down) (hartree) = -0.4672 / -0.5014
- energy relative to the best compared isomer or geometry (same formula, charge and spin) (kJ/mol) = 0.0

2.
Molecular formula: C30H33F6IN2O9S3
Method: DFT, ωB97M-V/def2-TZVPD

Element x y z (Å)
H (2.771, 2.668, -6.930)
C (1.514, 0.120, -2.691)
H (3.339, 1.369, -5.918)
H (-2.573, -3.499, 2.504)
C (5.368, 2.628, -4.808)
I (0.705, 2.401, 6.167)
O (-1.613, -1.606, 5.413)
C (-0.363, 0.526, 3.968)
O (-4.016, -1.922, 5.032)
H (6.340, 4.582, -7.155)
H (1.177, 2.438, -5.163)
C (0.170, 0.249, -2.414)
H (3.832, 4.705, -6.963)
H (5.989, 2.935, -2.761)
N (4.496, 3.085, -5.877)
H (2.405, 2.425, -3.908)
H (5.043, 4.273, -3.400)
C (0.711, 0.816, -0.112)
O (-1.313, 2.750, 4.044)
F (1.936, -0.766, 2.038)
S (3.451, 0.962, 0.686)
H (-4.252, -5.519, 1.421)
H (4.249, 2.770, -2.924)
C (5.138, 3.186, -3.397)
H (6.473, 5.079, -5.462)
C (2.076, 0.707, -0.426)
C (-1.658, 0.729, -0.791)
H (-3.697, -3.941, 3.796)
C (-3.512, -0.870, 2.167)
C (2.155, 2.837, -4.884)
H (-5.439, -0.390, -0.041)
C (-1.385, 0.137, 2.924)
C (-2.580, -0.568, 3.183)
H (-3.895, -7.400, 2.934)
C (0.144, 1.215, 1.222)
H (-5.540, -1.228, 1.720)
H (3.991, 5.063, -5.251)
H (5.312, 1.536, -4.779)
C (-3.223, -0.436, 0.856)
H (-5.339, -5.477, 4.747)
H (-6.009, -5.678, 3.133)
H (-0.287, -0.167, 4.795)
C (-2.039, 0.243, 0.585)
S (-2.847, -1.117, 4.872)
F (-3.674, 1.412, 4.959)
O (1.954, -0.210, -3.942)
C (-0.576, 1.933, 4.499)
C (-4.646, -3.129, 2.014)
H (-3.229, -6.288, 4.161)
H (-4.415, -3.160, 0.946)
C (3.192, 2.452, -5.943)
C (2.466, 0.343, -1.699)
H (-5.192, -1.500, 3.381)
H (2.049, 3.918, -4.784)
F (3.847, -1.527, 1.390)
H (-5.611, -3.627, 2.126)
H (-2.545, -5.665, 1.855)
O (4.643, 0.640, -0.042)
F (-4.287, 0.172, 6.620)
H (-5.819, -7.061, 4.202)
S (-4.274, -0.830, -0.526)
O (0.924, -1.544, -5.340)
N (1.409, -1.571, -4.309)
C (-1.127, 0.505, 1.610)
H (-0.596, 0.112, -3.165)
O (0.667, 2.064, 1.897)
C (4.460, 4.520, -6.088)
H (5.738, 6.162, -6.636)
C (-3.286, 0.460, 5.803)
H (6.399, 2.850, -5.096)
H (3.515, 0.250, -1.943)
C (3.236, -0.462, 1.881)
F (-2.249, 0.874, 6.518)
F (3.758, -0.140, 3.050)
H (0.630, 0.583, 3.523)
C (-3.556, -3.927, 2.717)
C (5.837, 5.115, -6.347)
C (-3.531, -5.402, 2.237)
O (-2.421, 1.232, -1.575)
C (-5.350, -6.133, 3.875)
C (-3.937, -6.387, 3.336)
C (-0.209, 0.577, -1.119)
C (-4.788, -1.644, 2.390)
O (3.391, 2.186, 1.410)

## Properties
- calculated total energy (eV) = -109959.082
- multiplicity = 1
- SMILES string = CCCCCCc1c(S)c2c(c(CC(=O)I)c1S(=O)(=O)C(F)(F)F)C(=O)c1c(cc(ON=O)cc1S(=O)(=O)C(F)(F)F)C2=O.CCN(CC)CC
- gap between HOMO and LUMO (eV) = 6.40
- LUMO (hartree) = -0.0640

3.
Molecular formula: C4H5N3O2S
Method: DFT, ωB97M-V/def2-TZVPD

Element x y z (Å)
C (-1.728, -1.017, 0.581)
C (-0.310, -1.199, -1.427)
O (3.188, 0.810, 0.309)
H (-1.000, -1.236, -2.144)
H (-2.249, -1.854, 0.320)
N (-0.671, -0.611, -0.188)
H (-2.590, -0.372, 2.593)
H (-0.013, -2.313, -1.229)
N (1.563, 2.249, -0.343)
C (0.085, 0.389, 0.214)
H (0.589, -0.595, -1.837)
O (2.962, 3.142, -0.267)
S (-0.587, 0.993, 1.734)
N (2.624, 1.817, 0.009)
C (-1.863, -0.205, 1.675)

## Properties
- calculated total energy (eV) = -23620.469
- multiplicity = 1
- gap between HOMO and LUMO (eV) = 9.64
- LUMO (hartree) = 0.0243
- energy relative to the best compared isomer or geometry (same formula, charge and spin) (kJ/mol) = 837.1

4.
Molecular formula: C13H30N5OV
Method: DFT, ωB97M-V/def2-TZVPD

Element x y z (Å)
H (-1.895, -0.177, 2.254)
N (0.090, -1.915, 1.526)
C (2.025, -2.271, 0.002)
C (1.072, 1.304, 2.510)
H (-0.482, -1.072, -3.066)
C (-0.294, 1.057, 3.073)
H (-0.844, -3.848, 1.509)
H (2.423, -0.279, -0.374)
H (1.124, 3.115, -1.285)
C (-1.072, -2.921, -0.415)
H (-2.509, 2.925, -0.151)
H (1.620, -3.033, -0.660)
C (1.405, -0.981, -2.018)
H (-2.725, 1.327, -2.083)
C (-0.989, -2.848, 1.101)
H (-0.914, 3.569, 0.310)
H (-0.329, -3.607, -0.807)
C (1.483, -2.434, 1.415)
C (-1.838, 1.790, -2.522)
H (2.888, 2.156, 2.768)
H (-1.923, -2.465, 1.513)
O (1.348, 0.776, 1.395)
H (1.428, 0.041, -2.383)
H (-2.167, 2.646, -3.113)
H (2.175, -1.545, -2.543)
H (0.852, 2.171, -2.767)
H (1.757, 2.443, 4.045)
H (2.090, -1.852, 2.106)
H (0.137, 3.773, -2.596)
C (-1.557, 3.299, -0.530)
H (-1.744, -1.192, -1.315)
H (-0.658, 1.941, 3.597)
C (0.395, 2.863, -2.057)
V (-0.125, -0.127, 0.303)
H (-0.182, 0.283, 3.839)
H (-0.074, -1.730, 2.511)
C (-1.220, 0.624, 1.934)
N (-0.841, -1.566, -1.031)
H (3.105, -2.411, 0.005)
C (-0.873, 2.269, -1.435)
C (0.021, -1.608, -2.266)
H (-1.836, 1.455, 1.616)
H (-2.043, -3.310, -0.713)
N (1.668, -0.933, -0.558)
H (0.105, -2.643, -2.584)
H (1.544, -3.479, 1.722)
N (1.969, 2.010, 3.160)
N (-0.483, 1.121, -0.632)
H (-1.353, 1.085, -3.201)
H (-1.754, 4.201, -1.108)

## Properties
- calculated total energy (eV) = -49140.490
- multiplicity = 1
- net charge = +2
- gap between HOMO and LUMO (eV) = 9.17
- LUMO (hartree) = -0.2631